[1]
Formula: C50H82BNO16S6
Source: OMol25
Level of theory: the ωB97M-V functional and the def2-TZVPD basis

XYZ file:
```
156
C50H82BNO16S6 the ωB97M-V functional and the def2-TZVPD basis
C -4.38 -1.55 -1.07
C -3.38 -2.14 -0.74
C -2.02 -2.38 -0.38
C -1.06 -2.78 -1.22
N -1.27 -3.05 -2.58
C -0.71 -1.99 -3.44
C -1.64 -1.58 -4.62
C -3.03 -2.20 -4.59
C 0.32 -2.96 -0.66
O 1.02 -3.86 -1.06
C 0.72 -1.98 0.38
C 1.99 -1.45 0.50
C 3.11 -1.84 -0.42
C 3.92 -0.63 -0.89
C 3.09 0.24 -1.85
C 3.32 -0.23 -3.29
C 3.47 1.73 -1.72
C 2.25 2.59 -1.38
C 1.26 2.61 -2.50
C -0.06 2.48 -2.38
C -0.93 2.37 -3.60
C -0.79 2.46 -1.06
C 2.20 -0.51 1.50
C 1.21 -0.09 2.37
C 1.50 0.97 3.41
B 0.52 2.19 3.15
O -0.82 2.12 3.48
O 1.02 3.34 2.59
C -0.06 -0.64 2.25
C -0.29 -1.57 1.25
C -1.66 -2.12 1.05
O -2.42 -2.34 1.97
H -5.33 -1.12 -1.28
H -0.83 -3.93 -2.80
H 0.24 -2.28 -3.87
H -0.52 -1.09 -2.85
H -1.17 -1.87 -5.56
H -1.75 -0.50 -4.63
H -3.00 -3.27 -4.41
H -3.60 -1.76 -3.78
H -3.55 -1.96 -5.52
H 3.80 -2.52 0.08
H 2.74 -2.35 -1.30
H 4.81 -0.98 -1.41
H 4.28 -0.05 -0.04
H 2.04 0.13 -1.58
H 3.00 0.53 -4.00
H 4.38 -0.41 -3.47
H 2.77 -1.15 -3.48
H 3.90 2.09 -2.65
H 4.22 1.87 -0.94
H 2.59 3.62 -1.22
H 1.79 2.25 -0.45
H 1.65 2.77 -3.50
H -0.58 1.56 -4.24
H -0.96 3.29 -4.17
H -1.94 2.09 -3.30
H -1.04 1.43 -0.80
H -1.70 3.03 -1.12
H -0.17 2.83 -0.25
H 3.18 -0.06 1.59
H 1.29 0.59 4.41
H 2.51 1.33 3.31
H -1.40 2.16 2.70
H 0.31 3.87 2.22
H -0.86 -0.35 2.92
O -5.19 1.17 -0.34
S -4.41 1.54 0.82
O -2.98 1.75 0.72
C -5.17 2.99 1.56
C -6.18 2.41 2.55
C -5.46 1.24 3.25
C -4.77 0.40 2.16
H -5.62 3.60 0.78
H -4.38 3.54 2.07
H -6.51 3.16 3.26
H -7.05 2.03 2.01
H -4.71 1.64 3.94
H -6.15 0.63 3.83
H -3.83 -0.04 2.50
H -5.42 -0.37 1.77
O 7.10 -0.08 -0.35
S 7.33 1.30 -0.71
O 6.71 1.88 -1.88
C 6.99 2.33 0.71
C 8.33 2.39 1.44
C 9.40 2.59 0.36
C 9.10 1.59 -0.76
H 6.19 1.88 1.29
H 6.69 3.32 0.35
H 8.34 3.19 2.18
H 8.51 1.45 1.97
H 9.35 3.60 -0.02
H 10.40 2.44 0.76
H 9.37 1.98 -1.74
H 9.59 0.63 -0.60
O -10.23 -4.30 0.43
S -9.27 -3.38 -0.13
O -9.23 -2.01 0.30
C -7.64 -4.10 0.00
C -7.48 -4.90 -1.29
C -8.03 -4.01 -2.41
C -9.38 -3.45 -1.92
H -7.58 -4.71 0.90
H -6.92 -3.28 0.05
H -6.44 -5.17 -1.46
H -8.06 -5.83 -1.23
H -7.34 -3.19 -2.60
H -8.15 -4.56 -3.34
H -9.57 -2.45 -2.30
H -10.21 -4.11 -2.18
O 7.01 5.29 0.53
S 7.89 6.31 1.07
O 9.29 6.04 1.27
C 7.69 7.80 0.11
C 6.55 8.54 0.81
C 6.82 8.41 2.32
C 7.17 6.94 2.59
H 7.47 7.54 -0.92
H 8.62 8.36 0.17
H 6.50 9.58 0.50
H 5.60 8.07 0.56
H 7.67 9.04 2.59
H 5.97 8.73 2.91
H 7.89 6.82 3.39
H 6.28 6.35 2.80
O -15.89 -5.42 2.53
S -15.51 -4.48 1.51
O -16.28 -4.36 0.29
C -15.32 -2.86 2.25
C -13.85 -2.82 2.69
C -13.05 -3.44 1.53
C -13.77 -4.72 1.10
H -16.02 -2.76 3.07
H -15.52 -2.12 1.48
H -13.53 -1.81 2.91
H -13.72 -3.43 3.59
H -13.02 -2.74 0.69
H -12.03 -3.65 1.81
H -13.69 -4.91 0.04
H -13.42 -5.59 1.66
O 12.47 -1.83 0.77
S 11.27 -2.13 0.02
O 10.82 -1.27 -1.04
C 11.38 -3.81 -0.59
C 10.77 -4.65 0.53
C 9.52 -3.88 1.00
C 9.92 -2.41 1.17
H 12.42 -4.04 -0.80
H 10.78 -3.86 -1.50
H 10.52 -5.65 0.19
H 11.48 -4.74 1.36
H 8.74 -3.97 0.24
H 9.12 -4.29 1.93
H 9.10 -1.73 0.93
H 10.29 -2.21 2.17
```

Its lowest unoccupied orbital energy is -0.67 eV. The SMILES is C#CC1=C(NCCC)C(=O)c2c(CC[C@H](C)CCC=C(C)C)cc(CB(O)O)cc2C1=O.O=S1(=O)CCCC1.O=S1(=O)CCCC1.O=S1(=O)CCCC1.O=S1(=O)CCCC1.O=S1(=O)CCCC1.O=S1(=O)CCCC1. The HOMO energy comes out at -8.364 eV.

***

[2]
Formula: C50H87BO16
Source: OMol25
Level of theory: the ωB97M-V functional and the def2-TZVPD basis

XYZ file:
```
154
C50H87BO16 the ωB97M-V functional and the def2-TZVPD basis
C 2.56 5.84 3.52
O 2.25 4.61 4.15
C 1.34 4.75 5.26
C 2.09 5.14 6.54
C 1.60 4.47 7.84
C 0.75 3.22 7.67
C 1.43 2.00 6.97
C 2.96 2.04 6.86
C 3.45 0.75 6.16
C 3.81 0.97 4.68
C 2.62 1.31 3.79
C 1.57 0.23 3.69
O 0.86 -0.22 4.53
O 1.52 -0.25 2.44
C 2.32 0.46 1.45
C 1.34 1.08 0.44
C -0.03 1.39 1.04
C -0.70 2.55 0.26
C -0.51 3.81 1.05
O 0.20 4.71 0.74
O -1.21 3.84 2.24
C 3.29 -0.57 0.87
C 2.91 -2.01 1.18
O 2.28 -2.67 0.40
C 3.41 -2.55 2.48
C 2.52 -2.81 3.53
C 2.97 -3.28 4.76
C 4.33 -3.52 4.96
C 5.22 -3.30 3.90
C 4.77 -2.82 2.67
C 2.92 1.61 2.31
B 4.29 2.29 1.88
O 4.36 3.66 1.74
O 5.43 1.56 1.63
C 6.04 1.89 0.36
H 2.04 5.88 2.56
H 3.62 5.86 3.29
H 2.32 6.70 4.13
H 0.84 3.79 5.32
H 0.62 5.51 4.96
H 2.03 6.22 6.66
H 3.15 4.93 6.40
H 1.00 5.20 8.39
H 2.43 4.24 8.50
H 0.38 2.90 8.64
H -0.15 3.48 7.10
H 1.21 1.12 7.58
H 0.93 1.83 6.02
H 3.36 2.87 6.28
H 3.36 2.02 7.87
H 2.69 -0.01 6.27
H 4.36 0.37 6.62
H 4.53 1.79 4.62
H 4.30 0.07 4.31
H 2.27 2.27 4.17
H 1.79 1.97 0.01
H 1.20 0.37 -0.37
H -0.65 0.51 0.98
H 0.03 1.69 2.08
H -0.29 2.67 -0.73
H -1.78 2.37 0.22
H -0.57 3.90 2.96
H 3.28 -0.46 -0.21
H 4.32 -0.42 1.21
H 1.47 -2.62 3.38
H 2.24 -3.45 5.54
H 4.67 -3.87 5.92
H 6.27 -3.51 4.05
H 5.48 -2.65 1.86
H 2.21 2.43 2.10
H 3.55 4.00 1.34
H 6.73 2.72 0.49
H 6.55 1.01 -0.02
H 5.28 2.19 -0.36
C -1.87 -3.98 -2.21
C -1.26 -2.63 -1.95
C -0.51 -2.47 -0.66
O -1.36 -1.71 -2.74
H -2.38 -3.96 -3.18
H -1.11 -4.75 -2.23
H -2.61 -4.22 -1.44
H 0.32 -3.17 -0.61
H -1.18 -2.64 0.19
H -0.11 -1.45 -0.59
C -3.77 2.61 3.19
C -4.84 3.09 4.14
C -6.12 3.60 3.52
O -4.67 3.08 5.34
H -2.90 2.28 3.75
H -4.15 1.78 2.59
H -3.47 3.42 2.53
H -6.59 2.81 2.94
H -5.91 4.45 2.87
H -6.80 3.91 4.31
C 1.08 -7.50 -4.77
C -0.24 -6.85 -4.45
C -1.08 -6.40 -5.62
O -0.60 -6.68 -3.30
H 1.59 -7.77 -3.85
H 0.91 -8.40 -5.37
H 1.71 -6.81 -5.34
H -1.34 -7.24 -6.24
H -0.52 -5.67 -6.21
H -1.99 -5.93 -5.25
C -0.44 -6.95 -10.70
C -1.38 -6.61 -9.57
C -2.62 -5.84 -9.91
O -1.14 -6.93 -8.42
H 0.42 -7.50 -10.31
H -0.95 -7.57 -11.44
H -0.09 -6.04 -11.18
H -3.24 -6.41 -10.61
H -2.36 -4.88 -10.35
H -3.19 -5.66 -9.00
C -4.12 -1.33 -7.37
C -3.52 -2.62 -6.86
C -2.66 -2.52 -5.62
O -3.72 -3.68 -7.41
H -4.71 -1.54 -8.26
H -4.76 -0.88 -6.62
H -3.33 -0.63 -7.63
H -3.25 -2.13 -4.79
H -1.81 -1.87 -5.80
H -2.29 -3.51 -5.36
C -4.57 3.75 -7.87
C -5.27 2.51 -8.37
C -6.20 2.67 -9.54
O -5.09 1.43 -7.85
H -3.94 3.50 -7.02
H -3.96 4.18 -8.66
H -5.31 4.49 -7.55
H -5.65 3.06 -10.40
H -7.00 3.37 -9.29
H -6.63 1.71 -9.80
C 3.96 4.62 12.64
C 4.50 4.66 11.23
C 5.58 5.68 10.95
O 4.09 3.92 10.37
H 3.20 3.85 12.71
H 4.76 4.39 13.34
H 3.52 5.58 12.90
H 6.44 5.50 11.58
H 5.20 6.69 11.14
H 5.88 5.61 9.90
C -6.08 -5.37 -9.05
C -6.25 -4.45 -10.23
C -6.96 -3.14 -9.99
O -5.83 -4.75 -11.33
H -5.56 -6.27 -9.36
H -5.50 -4.86 -8.27
H -7.06 -5.65 -8.65
H -6.42 -2.56 -9.25
H -7.97 -3.33 -9.63
H -7.01 -2.58 -10.92
```

The energy relative to the best compared isomer or geometry (same formula, charge and spin) is 0.0 kcal/mol. Its lowest unoccupied orbital energy is 0.51 eV. The SMILES is COCCCCCCCC[C@@H]1C(=O)O[C@](CCCC(=O)O)(CC(=O)c2ccccc2)[C@@H]1B(O)OC.CC(C)=O.CC(C)=O.CC(C)=O.CC(C)=O.CC(C)=O.CC(C)=O.CC(C)=O.CC(C)=O. The HOMO energy comes out at -9.067 eV.